The following is a DFT calculation (the ωB97M-V functional and the def2-TZVPD basis) of C21H33CrN4O5P2S2 as an isolated structure.

Cartesian coordinates (Å):
1 Cr 0.343 1.088 0.013
2 O 3.196 1.899 1.957
3 C 3.434 1.500 0.787
4 N 2.447 1.166 -0.122
5 C 3.040 0.775 -1.318
6 O 2.475 0.374 -2.364
7 C 4.521 0.687 -1.097
8 C 5.528 0.449 -1.989
9 C 6.876 0.480 -1.553
10 C 7.169 0.898 -0.289
11 C 6.102 1.307 0.634
12 C 4.799 1.296 0.165
13 H 5.283 0.062 -2.999
14 H 7.672 0.361 -2.332
15 H 8.210 0.775 0.056
16 H 6.350 1.793 1.596
17 C -3.683 3.960 0.293
18 C -3.471 3.297 -1.032
19 C -4.480 3.688 -2.062
20 O -3.719 1.762 -0.970
21 P -2.616 0.738 -0.619
22 S -1.868 0.810 1.216
23 S -1.031 1.011 -1.889
24 O -3.328 -0.661 -0.822
25 C -4.527 -1.384 -0.316
26 C -5.712 -1.140 -1.242
27 C -4.880 -0.972 1.043
28 H -3.952 5.046 0.268
29 H -2.747 3.794 0.837
30 H -4.557 3.578 0.858
31 H -2.419 3.414 -1.316
32 H -5.482 3.177 -2.039
33 H -4.083 3.653 -3.106
34 H -4.597 4.746 -1.901
35 H -4.140 -2.381 -0.357
36 H -5.354 -1.182 -2.278
37 H -5.961 -0.065 -1.067
38 H -6.596 -1.855 -1.128
39 H -4.212 -1.441 1.803
40 H -5.930 -1.229 1.273
41 H -4.776 0.067 1.236
42 C 1.042 3.948 0.072
43 O 0.080 2.888 0.352
44 H 1.441 4.356 0.941
45 H 0.743 4.731 -0.638
46 H 1.896 3.472 -0.430
47 C 2.520 -3.221 1.587
48 N 2.138 -3.503 0.199
49 C 0.955 -4.407 0.244
50 N -0.179 -3.875 0.963
51 C 0.220 -3.610 2.314
52 N 1.423 -2.719 2.367
53 C 1.127 -1.375 2.091
54 P 0.404 -1.431 0.341
55 C 1.843 -2.313 -0.553
56 C -0.915 -2.800 0.333
57 H 3.350 -2.539 1.567
58 H 2.809 -4.160 2.059
59 H 1.296 -5.360 0.701
60 H 0.706 -4.575 -0.779
61 H 0.607 -4.544 2.767
62 H -0.589 -3.173 2.851
63 H 1.977 -0.765 1.900
64 H 0.532 -0.851 2.853
65 H 2.675 -1.637 -0.542
66 H 1.689 -2.402 -1.678
67 H -1.312 -3.104 -0.585
68 H -1.801 -2.369 0.872

The HOMO-LUMO gap (spin up / spin down) is 2.9892 / 7.1645 eV. For the energy relative to the best compared isomer or geometry (same formula, charge and spin), the calculation gives 30.25 kcal/mol. As for the net charge: -1. The value obtained for the maximum force is 0.07182 hartree/bohr. For the total energy, the calculation gives -3938.857047 Eh. For the LUMO energy (spin up / spin down), the calculation gives 2.12 / 2.21 eV. The HOMO energy (spin up / spin down) is -0.0321 / -0.1821 Eh. As for the spin multiplicity: 5.

Mulliken population analysis, charges in e, atoms 1 to 6: 0.44 -0.87 -0.63 0.94 -0.69 -0.80